(1)
DFT (ωB97M-V/def2-TZVPD) results for a molecular structure, C56H58Ge2N2O3S6Y at a distorted geometry.

Element x y z (Å)
Y (-1.368, -0.140, -1.003)
S (-0.050, -0.181, 1.328)
C (-1.270, 0.385, 2.462)
C (-1.153, 0.009, 3.805)
C (-2.060, 0.410, 4.777)
C (-1.880, -0.003, 6.151)
N (-1.734, -0.330, 7.246)
C (-3.141, 1.222, 4.404)
C (-3.268, 1.608, 3.076)
C (-2.362, 1.208, 2.080)
S (-2.630, 1.774, 0.442)
C (-4.128, 1.651, 5.372)
N (-4.931, 1.996, 6.124)
H (-0.319, -0.618, 4.093)
H (-4.101, 2.241, 2.791)
C (4.293, -0.880, -7.172)
C (2.992, -0.126, -7.020)
C (2.924, 1.038, -6.267)
C (1.740, 1.764, -6.138)
C (1.739, 3.072, -5.381)
C (0.576, 1.275, -6.756)
C (0.629, 0.106, -7.532)
C (-0.598, -0.412, -8.250)
C (1.838, -0.569, -7.657)
C (-0.695, 2.074, -6.664)
C (-0.946, 2.997, -7.682)
C (-2.045, 3.844, -7.627)
C (-2.914, 3.774, -6.547)
C (-2.707, 2.843, -5.531)
C (-1.606, 1.972, -5.595)
Ge (-1.268, 0.780, -4.057)
S (-0.371, 1.913, -2.448)
S (-3.107, -0.393, -3.232)
Ge (-1.740, -2.284, -3.338)
S (-1.272, -2.838, -1.296)
S (-0.245, -1.153, -4.610)
C (-2.384, -3.942, -4.233)
C (-1.419, -4.924, -4.567)
C (-1.830, -6.158, -5.065)
C (-3.175, -6.439, -5.247)
C (-4.123, -5.486, -4.914)
C (-3.749, -4.246, -4.391)
C (-4.872, -3.337, -3.982)
C (-5.553, -2.577, -4.937)
C (-5.097, -2.527, -6.380)
C (-6.699, -1.880, -4.553)
C (-7.158, -1.889, -3.246)
C (-8.406, -1.137, -2.842)
C (-6.452, -2.632, -2.304)
C (-5.333, -3.377, -2.652)
C (-4.656, -4.247, -1.619)
C (0.056, -4.662, -4.451)
C (0.772, -5.006, -3.299)
C (0.138, -5.770, -2.160)
C (2.127, -4.673, -3.228)
C (2.782, -4.039, -4.274)
C (4.238, -3.646, -4.169)
C (2.071, -3.786, -5.444)
C (0.724, -4.098, -5.556)
C (-0.006, -3.870, -6.862)
C (-3.678, 2.772, -4.390)
C (-3.472, 3.491, -3.207)
C (-2.314, 4.446, -3.026)
C (-4.396, 3.353, -2.169)
C (-5.523, 2.558, -2.295)
C (-6.504, 2.409, -1.154)
C (-5.741, 1.898, -3.504)
C (-4.835, 1.987, -4.549)
C (-5.071, 1.240, -5.838)
H (5.080, -0.433, -6.560)
H (4.628, -0.875, -8.213)
H (4.183, -1.926, -6.868)
H (3.821, 1.407, -5.771)
H (2.760, 3.377, -5.139)
H (1.184, 2.986, -4.445)
H (1.267, 3.863, -5.967)
H (-1.513, -0.116, -7.738)
H (-0.575, -1.503, -8.313)
H (-0.644, -0.015, -9.269)
H (1.877, -1.472, -8.267)
H (-0.243, 3.061, -8.510)
H (-2.217, 4.566, -8.419)
H (-3.769, 4.442, -6.479)
H (-1.073, -6.895, -5.318)
H (-3.485, -7.402, -5.643)
H (-5.183, -5.700, -5.031)
H (-4.031, -2.736, -6.471)
H (-5.295, -1.543, -6.811)
H (-5.630, -3.269, -6.984)
H (-7.251, -1.326, -5.308)
H (-8.873, -0.651, -3.702)
H (-8.173, -0.367, -2.099)
H (-9.139, -1.811, -2.391)
H (-6.800, -2.652, -1.273)
H (-5.233, -4.262, -0.692)
H (-3.650, -3.886, -1.392)
H (-4.551, -5.274, -1.981)
H (-0.945, -5.679, -2.162)
H (0.504, -5.402, -1.200)
H (0.393, -6.833, -2.239)
H (2.677, -4.911, -2.318)
H (4.633, -3.856, -3.173)
H (4.365, -2.578, -4.370)
H (4.844, -4.194, -4.896)
H (2.575, -3.316, -6.289)
H (0.682, -3.492, -7.624)
H (-0.814, -3.142, -6.738)
H (-0.455, -4.800, -7.222)
H (-1.536, 4.293, -3.768)
H (-1.868, 4.319, -2.039)
H (-2.669, 5.479, -3.111)
H (-4.216, 3.878, -1.233)
H (-6.210, 3.022, -0.300)
H (-6.547, 1.367, -0.819)
H (-7.512, 2.702, -1.462)
H (-6.629, 1.281, -3.627)
H (-6.064, 0.792, -5.845)
H (-4.332, 0.437, -5.952)
H (-4.976, 1.896, -6.705)
O (-3.390, -1.276, 0.304)
H (-3.196, -2.172, 0.586)
H (-3.890, -0.839, 0.996)
O (2.465, 1.368, -0.507)
H (2.000, 1.172, 0.326)
H (1.873, 1.958, -0.990)
O (1.026, -0.832, -1.633)
H (1.368, -1.687, -1.367)
H (1.675, -0.160, -1.380)

Forces on atoms 1 to 6 (eV/Å):
Y 0.26 0.02 1.16
S -0.08 0.00 0.25
C 0.03 0.05 0.10
C 0.09 -0.02 -0.04
C 0.08 -0.11 0.31
C -0.04 0.04 -0.13

Values from the calculation:
energy relative to the best compared isomer or geometry (same formula, charge and spin) = 0.00 kJ/mol
spin multiplicity = 1
net charge = -1
frontier orbital gap = 0.26785 Ha

---

(2)
DFT (ωB97M-V/def2-TZVPD) results for a molecular structure, C56H60AlNO33P at a distorted geometry.

Element x y z (Å)
C (6.050, -5.056, 4.351)
C (5.099, -5.138, 3.031)
C (4.084, -6.376, 3.317)
N (3.345, -6.817, 2.099)
Al (1.438, -6.750, 2.297)
C (0.761, -6.867, 4.224)
C (-0.493, -7.875, 4.422)
O (-1.670, -7.152, 3.972)
C (-2.690, -8.014, 3.505)
O (-3.807, -7.928, 4.080)
C (-2.516, -9.105, 2.359)
C (-2.082, -8.527, 0.936)
C (0.774, -5.028, 1.336)
C (-0.814, -5.020, 1.094)
P (-1.624, -3.323, 1.408)
O (-3.001, -3.395, 0.692)
O (-1.738, -3.134, 3.090)
C (-3.096, -3.300, 3.586)
C (-2.939, -3.825, 5.120)
O (-0.746, -2.103, 0.608)
C (0.355, -1.566, 1.399)
C (1.718, -1.865, 0.566)
H (7.154, -5.036, 4.080)
H (5.807, -4.159, 5.013)
H (5.882, -5.984, 5.009)
H (5.726, -5.308, 2.100)
H (4.522, -4.149, 3.024)
H (3.428, -6.037, 4.185)
H (4.768, -7.242, 3.660)
H (3.560, -6.093, 1.383)
H (0.858, -8.044, 1.519)
H (0.374, -5.814, 4.506)
H (1.576, -7.099, 5.000)
H (-0.521, -8.146, 5.537)
H (-0.266, -8.828, 3.846)
H (-1.779, -9.889, 2.765)
H (-3.517, -9.650, 2.254)
H (-1.824, -9.434, 0.278)
H (-1.170, -7.848, 0.958)
H (-2.930, -7.942, 0.445)
H (1.069, -4.173, 2.030)
H (1.286, -4.974, 0.311)
H (-1.017, -5.309, 0.007)
H (-1.386, -5.746, 1.758)
H (-3.707, -4.091, 3.053)
H (-3.573, -2.273, 3.622)
H (-1.843, -4.059, 5.370)
H (-3.479, -4.838, 5.195)
H (-3.438, -3.137, 5.873)
H (0.495, -2.048, 2.416)
H (0.219, -0.434, 1.430)
H (2.360, -2.566, 1.202)
H (1.472, -2.416, -0.407)
H (2.322, -0.928, 0.344)
C (-5.906, 0.138, 2.049)
C (-6.894, 0.737, 1.382)
C (-6.739, 1.137, -0.047)
O (-7.671, 1.667, -0.629)
C (-5.452, 0.875, -0.696)
C (-4.462, 0.279, -0.028)
C (-4.626, -0.144, 1.390)
O (-3.705, -0.699, 1.956)
O (-3.262, 0.032, -0.618)
O (-8.087, 1.009, 1.978)
H (-6.006, -0.159, 3.084)
H (-5.344, 1.184, -1.727)
H (-2.718, -0.410, 0.067)
H (-8.628, 1.440, 1.289)
C (2.534, -1.162, -3.342)
C (2.293, -0.325, -4.353)
C (3.404, 0.300, -5.127)
O (3.143, 1.046, -6.059)
C (4.779, -0.008, -4.728)
C (5.021, -0.842, -3.714)
C (3.911, -1.489, -2.957)
O (4.171, -2.258, -2.050)
O (6.289, -1.136, -3.329)
O (1.023, -0.008, -4.722)
H (1.737, -1.624, -2.774)
H (5.575, 0.466, -5.286)
H (6.196, -1.758, -2.581)
H (1.116, 0.609, -5.473)
C (-1.210, 4.401, 3.722)
C (-0.028, 4.585, 4.314)
C (0.800, 3.433, 4.775)
O (1.883, 3.641, 5.294)
C (0.265, 2.082, 4.583)
C (-0.920, 1.897, 3.994)
C (-1.735, 3.048, 3.509)
O (-2.802, 2.841, 2.959)
O (-1.430, 0.654, 3.812)
O (0.473, 5.832, 4.522)
H (-1.819, 5.228, 3.381)
H (0.867, 1.256, 4.937)
H (-2.290, 0.788, 3.365)
H (1.334, 5.696, 4.963)
C (-1.910, 4.940, -3.375)
C (-2.394, 3.714, -3.162)
C (-3.669, 3.263, -3.789)
O (-4.066, 2.131, -3.586)
C (-4.399, 4.218, -4.628)
C (-3.917, 5.445, -4.837)
C (-2.627, 5.887, -4.234)
O (-2.208, 7.009, -4.463)
O (-4.582, 6.343, -5.611)
O (-1.741, 2.827, -2.366)
H (-0.984, 5.279, -2.928)
H (-5.332, 3.884, -5.062)
H (-4.029, 7.148, -5.606)
H (-2.289, 2.015, -2.373)
C (1.854, 0.152, -10.587)
C (2.522, 0.062, -9.434)
C (3.280, -1.171, -9.070)
O (3.894, -1.214, -8.018)
C (3.250, -2.298, -10.008)
C (2.579, -2.207, -11.158)
C (1.844, -0.966, -11.534)
O (1.258, -0.914, -12.602)
O (2.539, -3.244, -12.036)
O (2.538, 1.088, -8.546)
H (1.302, 1.041, -10.864)
H (3.789, -3.193, -9.725)
H (1.996, -2.929, -12.784)
H (3.091, 0.778, -7.791)
C (3.650, 6.520, -3.690)
C (4.533, 6.442, -4.689)
C (4.371, 5.456, -5.796)
O (5.187, 5.427, -6.700)
C (3.221, 4.548, -5.743)
C (2.341, 4.623, -4.743)
C (2.488, 5.627, -3.651)
O (1.654, 5.678, -2.764)
O (1.273, 3.785, -4.680)
O (5.617, 7.261, -4.739)
H (3.755, 7.232, -2.883)
H (3.123, 3.825, -6.541)
H (0.791, 4.039, -3.869)
H (6.094, 7.008, -5.553)
C (-0.471, 8.385, 8.576)
C (-1.419, 9.116, 9.166)
C (-2.710, 9.416, 8.481)
O (-3.559, 10.071, 9.059)
C (-2.901, 8.905, 7.120)
C (-1.951, 8.176, 6.529)
C (-0.674, 7.854, 7.224)
O (0.158, 7.171, 6.656)
O (-2.108, 7.696, 5.268)
O (-1.248, 9.618, 10.418)
H (0.468, 8.158, 9.062)
H (-3.833, 9.144, 6.627)
H (-1.284, 7.203, 5.072)
H (-2.071, 10.105, 10.617)

Forces on atoms 1 to 6 (eV/Å):
C -0.04 -0.23 0.00
C -0.11 -0.44 2.08
C 1.43 0.39 -0.81
N -0.15 1.62 0.79
Al 0.27 -0.09 -0.41
C -0.75 0.39 0.96

Values from the calculation:
spin multiplicity = 1
net charge = -1
frontier orbital gap = 0.15064 Ha